145
Properties=species:S:1:pos:R:3:forces:R:3:lowdin_charge:R:1 method="wB97M-V/def2-TZVPD" e_above_lowest_ev=0.0111 charge=+1 gap_ev=7.7 mol_weight_g_mol=1308.90 e_tot_ev=-114259.564
Bi 0.114 0.208 -0.487 -0.050 0.572 0.449 1.5939
C -1.438 -4.235 3.366 0.018 0.028 -0.060 -0.0958
C -0.609 -4.274 2.079 0.023 0.121 0.007 -0.6860
C -0.589 -5.706 1.530 -0.065 0.051 0.029 -0.0835
C 0.829 -3.888 2.443 -0.020 0.033 -0.001 -0.1125
P -1.196 -2.930 0.868 -0.180 -0.300 -0.109 1.1353
C -0.477 -3.699 -0.680 -0.097 0.187 0.209 -0.2920
N -0.558 -2.857 -1.862 0.155 -0.098 0.076 -0.0245
B -0.347 -1.449 -2.048 -0.280 -0.188 -0.395 -0.6906
N -0.822 -1.154 -3.366 0.052 0.067 -0.069 -0.0156
C -1.031 0.089 -4.082 0.089 0.052 0.106 -0.2918
P -0.791 1.604 -3.033 -0.400 -0.074 -0.584 1.0956
C 0.160 2.663 -4.281 0.091 0.011 0.312 -0.6623
C 0.559 3.991 -3.629 -0.112 -0.030 -0.061 -0.0777
C 1.434 1.859 -4.632 -0.060 0.049 0.051 -0.0900
C -0.606 2.970 -5.570 0.018 -0.006 0.017 -0.0832
C -2.573 2.178 -2.846 0.138 0.047 0.055 -0.6812
C -3.246 1.016 -2.111 -0.004 -0.037 -0.079 -0.1180
C -2.585 3.426 -1.956 -0.052 -0.049 0.043 -0.0880
C -3.363 2.456 -4.125 -0.007 -0.002 0.026 -0.0775
C -1.229 -2.342 -3.970 -0.022 -0.111 0.107 -0.1720
C -1.734 -2.571 -5.241 -0.028 0.006 -0.021 -0.0058
C -2.060 -3.875 -5.585 -0.010 -0.001 -0.004 -0.0821
C -1.873 -4.920 -4.685 -0.013 -0.013 -0.013 -0.0816
C -1.368 -4.693 -3.411 0.001 -0.024 0.028 -0.0091
C -1.057 -3.388 -3.054 -0.001 0.067 -0.138 -0.1773
C -3.072 -3.099 0.618 0.200 0.101 -0.003 -0.6775
C -3.756 -2.503 1.856 0.088 -0.048 0.083 -0.1112
C -3.619 -4.499 0.360 0.042 0.047 0.023 -0.0764
C -3.411 -2.191 -0.573 0.055 -0.014 0.014 -0.1003
H -0.910 -4.785 4.149 0.007 -0.016 -0.020 0.0912
H -1.584 -3.210 3.720 -0.026 -0.031 0.020 0.0691
H -2.412 -4.705 3.234 -0.008 0.025 0.029 0.0708
H -0.423 -6.397 2.361 0.038 0.003 -0.016 0.0929
H -1.525 -5.991 1.054 -0.006 -0.032 -0.008 0.0625
H 0.224 -5.858 0.818 -0.027 0.003 -0.021 0.0803
H 1.261 -4.651 3.096 -0.019 -0.008 0.004 0.0996
H 1.464 -3.815 1.558 -0.024 -0.038 0.049 0.0484
H 0.856 -2.933 2.972 -0.008 -0.015 -0.013 0.0652
H 0.561 -3.949 -0.447 -0.037 -0.069 -0.026 0.0728
H -0.995 -4.633 -0.881 0.007 -0.052 -0.038 0.0680
H -0.371 0.137 -4.948 0.022 -0.003 -0.021 0.0909
H -2.056 0.097 -4.459 0.035 -0.016 -0.073 0.0815
H 1.214 3.835 -2.780 0.065 0.040 0.111 0.0534
H 1.083 4.607 -4.365 0.002 -0.023 0.005 0.0963
H -0.310 4.551 -3.285 0.032 0.010 0.001 0.0724
H 1.696 1.142 -3.853 0.053 0.007 -0.013 0.0422
H 1.319 1.313 -5.569 -0.015 -0.044 0.029 0.0826
H 2.275 2.543 -4.758 -0.011 -0.005 -0.011 0.0939
H -1.318 3.780 -5.429 0.040 -0.051 -0.043 0.0707
H 0.120 3.304 -6.317 -0.017 -0.008 -0.022 0.0959
H -1.131 2.103 -5.975 0.024 0.029 -0.034 0.0794
H -2.741 0.781 -1.175 -0.026 0.007 0.096 0.0106
H -4.272 1.294 -1.856 0.009 0.013 0.025 0.1005
H -3.292 0.112 -2.725 -0.017 0.019 0.072 0.0820
H -1.910 3.321 -1.105 -0.074 -0.018 -0.051 0.0349
H -2.296 4.316 -2.517 0.023 -0.003 0.032 0.0751
H -3.597 3.592 -1.575 -0.013 -0.005 -0.031 0.0938
H -3.334 1.630 -4.838 -0.015 0.032 -0.006 0.0764
H -4.410 2.606 -3.847 -0.001 -0.011 -0.003 0.0958
H -3.030 3.360 -4.627 -0.067 -0.022 0.019 0.0628
H -1.871 -1.765 -5.951 0.015 0.003 0.021 0.1106
H -2.459 -4.083 -6.569 0.018 0.005 0.003 0.1056
H -2.119 -5.930 -4.984 0.001 0.009 0.014 0.1059
H -1.211 -5.524 -2.737 -0.019 0.022 0.008 0.1089
H -3.686 -3.161 2.718 -0.034 0.030 -0.001 0.0597
H -3.322 -1.536 2.118 -0.021 -0.040 0.007 0.0533
H -4.821 -2.356 1.649 0.034 -0.032 -0.028 0.0855
H -3.477 -5.152 1.221 -0.006 -0.047 -0.024 0.0682
H -4.695 -4.429 0.180 0.006 -0.006 -0.015 0.0937
H -3.176 -4.966 -0.523 0.018 -0.020 0.012 0.0750
H -3.008 -1.185 -0.421 -0.067 -0.072 0.000 0.0362
H -3.034 -2.589 -1.515 -0.003 0.003 -0.040 0.0763
H -4.499 -2.111 -0.669 0.008 0.008 0.037 0.0980
C 3.168 0.560 -1.791 0.117 -0.025 0.179 -0.1974
N 2.014 1.206 -1.163 0.177 0.169 0.162 -0.2190
C 2.223 2.483 -0.859 -0.064 -0.079 -0.268 -0.1911
C 1.416 3.439 -0.275 0.007 0.215 0.000 -0.4104
C 1.843 4.794 -0.088 0.084 -0.135 0.005 -0.0623
C 0.779 5.457 0.458 -0.023 0.036 0.062 -0.0704
C -0.258 4.484 0.574 -0.007 0.056 0.014 -0.1796
N 0.101 3.293 0.138 0.123 -0.267 0.032 -0.0017
C 4.389 0.366 -0.898 -0.084 -0.003 0.008 -0.2059
C 5.479 -0.330 -1.419 -0.052 -0.049 -0.017 -0.0474
C 6.652 -0.457 -0.696 0.046 -0.001 0.020 -0.0752
C 6.761 0.119 0.566 -0.006 -0.036 -0.016 -0.0782
C 5.682 0.805 1.095 -0.015 -0.009 0.028 -0.0619
C 4.503 0.927 0.368 -0.002 -0.093 -0.033 -0.0582
H 3.505 1.178 -2.629 -0.105 -0.033 -0.083 0.1189
H 2.853 -0.393 -2.215 0.038 -0.033 -0.012 0.1018
H 3.201 2.865 -1.157 0.003 0.000 0.023 0.1468
H 2.818 5.188 -0.339 -0.028 0.007 0.011 0.1107
H 0.724 6.496 0.744 -0.020 -0.022 -0.013 0.0936
H -1.260 4.660 0.948 0.008 -0.013 -0.007 0.0951
H 5.406 -0.774 -2.407 0.005 0.022 0.008 0.1197
H 7.492 -0.993 -1.118 -0.025 -0.002 -0.010 0.1067
H 7.684 0.033 1.125 -0.014 -0.005 -0.002 0.1058
H 5.750 1.261 2.077 -0.008 -0.023 -0.023 0.0992
H 3.674 1.470 0.806 0.071 -0.123 -0.130 0.0442
N 2.070 -0.464 2.656 -0.227 0.381 0.092 -0.1000
P 1.561 1.192 2.454 -0.038 -0.105 0.369 1.0377
C 2.882 1.999 3.452 -0.121 -0.017 -0.194 -0.3620
C 3.666 2.976 2.846 -0.048 0.118 0.042 -0.1162
C 4.710 3.573 3.544 0.008 0.033 -0.014 -0.0729
C 4.981 3.192 4.848 -0.049 -0.028 -0.001 -0.0705
C 4.197 2.220 5.462 0.016 -0.019 0.058 -0.0691
C 3.150 1.633 4.773 -0.021 0.019 -0.009 -0.0955
C 0.190 1.229 3.675 0.108 0.102 -0.088 -0.3771
C -0.647 0.135 3.870 -0.016 -0.028 -0.067 -0.1048
C -1.703 0.214 4.770 -0.040 -0.010 -0.024 -0.0788
C -1.940 1.390 5.466 -0.012 0.000 -0.006 -0.0805
C -1.123 2.494 5.256 -0.064 0.005 -0.011 -0.0793
C -0.066 2.415 4.364 0.022 0.004 -0.067 -0.1001
C 2.503 -1.290 1.660 0.273 -0.251 -0.504 -0.4125
C 3.602 -2.132 1.937 -0.045 0.105 0.105 -0.0160
C 4.056 -3.016 1.001 0.016 0.037 0.026 -0.0407
C 3.403 -3.076 -0.229 0.045 -0.094 -0.061 -0.0553
C 2.352 -2.226 -0.439 -0.016 0.092 0.007 -0.2048
N 1.887 -1.330 0.463 0.305 -0.124 0.225 -0.0026
H 2.554 -0.634 3.526 0.002 -0.081 0.069 0.0945
H 3.450 3.280 1.827 -0.008 0.055 0.097 0.0857
H 5.310 4.338 3.067 -0.016 -0.010 -0.002 0.1115
H 5.790 3.658 5.395 0.007 -0.009 -0.016 0.1087
H 4.396 1.931 6.486 -0.002 0.014 -0.015 0.1086
H 2.518 0.912 5.282 0.006 -0.006 -0.029 0.1111
H -0.480 -0.780 3.313 0.017 -0.033 -0.005 0.0679
H -2.342 -0.646 4.927 0.004 0.002 -0.018 0.1030
H -2.759 1.450 6.171 0.004 -0.014 -0.013 0.1076
H -1.314 3.414 5.794 0.042 -0.001 -0.011 0.1085
H 0.578 3.274 4.208 -0.030 0.012 0.040 0.1094
H 4.083 -2.044 2.904 0.010 -0.003 -0.018 0.1257
H 4.905 -3.654 1.214 0.002 0.021 -0.003 0.1225
H 3.714 -3.762 -1.004 -0.041 0.025 -0.014 0.1183
H 1.815 -2.255 -1.377 0.078 0.044 -0.045 0.0784
I -7.405 1.126 2.572 0.217 0.056 -0.042 0.8751
C -5.394 1.577 2.198 -0.266 -0.064 0.035 -0.7078
C -4.819 2.746 2.669 0.041 0.020 -0.031 -0.1274
C -3.482 2.977 2.382 -0.023 0.065 0.056 -0.0541
C -2.781 2.035 1.645 0.033 -0.093 0.041 -0.1538
N -3.336 0.909 1.200 0.039 -0.018 -0.052 0.0663
C -4.621 0.690 1.465 0.046 0.098 -0.089 -0.2321
H -5.397 3.464 3.233 -0.004 -0.029 0.023 0.1024
H -2.999 3.878 2.736 0.052 -0.025 -0.031 0.1058
H -1.734 2.174 1.390 0.025 0.108 0.070 0.0566
H -5.050 -0.222 1.064 -0.021 0.064 0.056 0.0747